Record 1
{"formula": "CHF3O4PRb", "method": "ωB97M-V with the def2-TZVPD basis set", "largest_force_ev_per_a": 2.31, "spin_multiplicity": 1, "total_energy_ev": -27344.9434, "homo_energy_ev": -7.63, "e_above_lowest_kj_mol": 0.0, "species": ["P", "F", "F", "F", "O", "O", "O", "O", "C", "H", "Rb"], "positions_angstrom": [[-1.133, -1.859, -2.527], [-0.064, -2.627, -1.703], [-1.261, -2.768, -3.783], [-2.447, -2.192, -1.771], [-0.867, -0.447, -2.832], [0.508, 2.796, 2.140], [0.991, 0.693, 1.642], [1.550, 1.545, 3.641], [0.994, 1.677, 2.421], [2.213, 0.845, 3.607], [-0.484, 2.339, -0.835]], "forces_ev_per_a": [[0.320, 0.202, -0.513], [-0.890, 0.615, -0.537], [0.036, 0.498, 0.886], [0.919, 0.241, -0.413], [-0.362, -1.404, 0.727], [-0.200, 0.187, 0.150], [0.266, -0.467, -0.079], [0.776, 0.174, 1.042], [-0.901, 0.467, -2.070], [-0.421, -0.195, -0.120], [0.458, -0.317, 0.928]], "nbo_charge": [2.646, -0.518, -0.530, -0.524, -1.073, -0.836, -0.853, -0.725, 0.946, 0.480, 0.987]}

---

Record 2
{"formula": "CHF4FeN3O14S4", "method": "ωB97M-V with the def2-TZVPD basis set", "charge": -1, "largest_force_ev_per_a": 10.85, "spin_multiplicity": 6, "total_energy_ev": -122780.6665, "s_squared": 8.76, "homo_energy_ev": [-8.07, -7.93], "e_above_lowest_kj_mol": 449.8, "species": ["Fe", "O", "C", "O", "O", "H", "N", "O", "O", "O", "N", "S", "O", "O", "F", "S", "O", "O", "F", "N", "S", "O", "O", "F", "S", "O", "O", "F"], "positions_angstrom": [[-0.331, -0.456, 0.331], [-0.739, -4.339, 0.883], [-0.570, -3.043, 0.658], [-0.408, -2.165, 1.496], [-0.471, -2.411, -0.442], [-0.626, -4.849, 0.078], [-2.423, 0.260, 1.745], [-2.454, -0.351, 0.700], [-1.263, 0.536, 1.970], [-3.305, 0.637, 2.411], [1.340, 0.182, 0.820], [2.859, -0.184, 0.807], [3.503, -0.474, 2.082], [3.665, 0.381, -0.253], [2.632, -1.640, 0.246], [1.736, 1.710, 1.701], [2.832, 2.562, 1.261], [1.328, 1.694, 3.115], [0.437, 2.396, 0.996], [-0.756, 0.512, -1.234], [0.064, 0.537, -2.626], [1.161, 1.548, -2.672], [-0.423, 0.105, -3.905], [1.026, -0.688, -2.267], [-1.879, 1.612, -2.027], [-2.958, 0.939, -2.727], [-1.391, 2.896, -2.501], [-2.586, 2.093, -0.645]], "forces_ev_per_a": [[-3.044, -3.099, 1.880], [0.064, 0.897, 0.314], [0.966, 2.736, -1.990], [-0.162, -0.024, 6.552], [-0.592, -2.169, -4.332], [-0.068, 0.130, -0.457], [0.928, 0.814, -0.291], [-2.758, -3.332, -4.254], [5.213, 1.804, 2.696], [-2.716, 0.227, 1.314], [3.368, 4.193, 2.752], [5.740, -5.135, -2.538], [-1.535, 1.522, -1.070], [-1.332, 0.149, 1.562], [-0.486, -0.676, -0.115], [-4.504, 4.294, 2.126], [-1.574, -2.440, 0.609], [1.534, -0.787, -3.218], [1.156, -0.261, 0.382], [-2.357, 3.361, -5.463], [10.610, -0.675, -2.142], [-3.666, -1.182, 0.404], [-1.661, 0.592, 1.242], [-0.662, -0.846, 0.742], [-5.596, 2.709, 2.833], [2.201, 0.569, 0.933], [0.231, -2.663, 0.309], [0.701, -0.709, -0.781]], "nbo_charge": [1.847, -0.649, 1.000, -0.721, -0.761, 0.510, 0.761, -0.521, -0.526, -0.363, -1.183, 2.430, -0.870, -0.861, -0.506, 2.322, -0.789, -0.818, -0.494, -1.156, 2.344, -0.865, -0.827, -0.510, 2.342, -0.835, -0.805, -0.495]}

---

Record 3
{"formula": "CHF6N4", "method": "ωB97M-V with the def2-TZVPD basis set", "charge": 1, "largest_force_ev_per_a": 9.01, "spin_multiplicity": 3, "total_energy_ev": -23293.9124, "s_squared": 2.02, "homo_energy_ev": [-15.64, -16.10], "species": ["C", "N", "N", "N", "N", "F", "F", "F", "F", "F", "F", "H"], "positions_angstrom": [[-0.330, 0.237, -0.706], [-1.866, -2.178, 1.663], [-2.379, -2.415, 0.617], [-3.206, -2.563, -0.165], [0.393, -0.949, -0.899], [-1.573, 0.016, -1.296], [-0.847, -2.760, 2.180], [-0.662, 0.404, 0.624], [-3.507, -1.799, -1.246], [1.322, -1.047, 0.088], [-0.510, -1.989, -0.616], [-0.011, 1.246, -1.110]], "forces_ev_per_a": [[-4.253, 3.070, 1.221], [2.106, 6.158, 6.236], [-2.750, -3.286, -3.941], [1.154, -2.165, -1.133], [1.718, -1.520, -1.191], [1.230, 0.157, -0.087], [0.126, -2.289, -0.588], [0.651, -0.143, -0.612], [-1.128, 1.506, -0.276], [-0.217, 0.149, -0.085], [0.618, 0.056, 0.099], [0.745, -1.694, 0.357]], "nbo_charge": [0.598, 0.370, 0.123, 0.511, 0.291, -0.334, -0.012, -0.332, -0.024, -0.162, -0.262, 0.231]}

---

Record 4
{"formula": "CHFINO", "method": "ωB97M-V with the def2-TZVPD basis set", "largest_force_ev_per_a": 4.64, "spin_multiplicity": 1, "total_energy_ev": -15401.8851, "homo_energy_ev": [-9.42, -9.02], "e_above_lowest_kj_mol": 432.3, "species": ["C", "N", "O", "F", "I", "H"], "positions_angstrom": [[-0.533, 0.134, 0.397], [-1.528, -0.366, 1.956], [-0.772, -0.893, 2.742], [-1.161, 0.829, -0.498], [0.717, -2.439, 2.155], [0.223, -0.603, 0.207]], "forces_ev_per_a": [[-2.120, 0.249, 4.115], [2.616, 0.494, -2.504], [-2.038, 1.766, -0.291], [0.070, -0.590, -0.129], [1.354, -1.506, -0.287], [0.118, -0.413, -0.905]], "nbo_charge": [0.308, 0.116, -0.287, -0.288, -0.003, 0.154]}

---

Record 5
{"formula": "CHFLiO3Sm", "method": "ωB97M-V with the def2-TZVPD basis set", "charge": 2, "largest_force_ev_per_a": 5.01, "spin_multiplicity": 8, "total_energy_ev": -27999.2624, "s_squared": 15.76, "homo_energy_ev": [-12.15, -19.74], "e_above_lowest_kj_mol": 44.0, "species": ["Li", "O", "H", "O", "O", "C", "F", "Sm"], "positions_angstrom": [[-3.307, 0.211, 0.570], [-0.640, -0.200, -0.360], [-0.934, -1.488, -0.462], [1.526, -0.108, -0.072], [-1.707, -0.860, 0.247], [0.481, 0.462, -0.074], [0.291, 1.719, 0.038], [4.289, 0.262, 0.112]], "forces_ev_per_a": [[-0.231, -0.097, -0.016], [1.924, 2.177, -4.078], [-2.759, 0.514, 1.945], [0.403, 0.627, 0.029], [-0.130, -2.936, 0.686], [0.882, -0.990, 1.238], [-0.094, 0.748, 0.209], [0.006, -0.042, -0.013]], "nbo_charge": [0.993, -0.397, 0.657, -0.598, -0.519, 1.101, -0.230, 0.992]}

---

Record 6
{"formula": "CHFN2O3", "method": "ωB97M-V with the def2-TZVPD basis set", "smiles": "[H]/N=[N+](\\[O-])OC(=O)F", "largest_force_ev_per_a": 3.60, "spin_multiplicity": 1, "total_energy_ev": -12889.2092, "homo_energy_ev": -11.78, "e_above_lowest_kj_mol": 71.8, "species": ["C", "N", "N", "O", "O", "O", "F", "H"], "positions_angstrom": [[0.436, 1.756, 1.891], [-0.076, 0.027, 0.200], [1.035, -0.169, 0.654], [1.422, 0.940, 1.493], [0.578, 2.934, 1.945], [1.887, -0.987, 0.573], [-0.550, 1.079, 2.364], [-0.259, -0.695, -0.559]], "forces_ev_per_a": [[1.057, 1.891, 0.204], [-1.735, -1.159, -2.934], [0.555, 0.737, 0.939], [1.275, -0.331, -0.096], [-0.482, -0.941, -0.088], [0.556, -0.746, -0.308], [-1.481, -0.221, 0.918], [0.254, 0.771, 1.364]], "nbo_charge": [1.044, -0.451, 0.578, -0.397, -0.514, -0.345, -0.286, 0.372]}

---

Record 7
{"formula": "CHFN4", "method": "ωB97M-V with the def2-TZVPD basis set", "smiles": "N#CNF.N#N", "largest_force_ev_per_a": 5.35, "spin_multiplicity": 1, "total_energy_ev": -9728.4699, "homo_energy_ev": -10.40, "e_above_lowest_kj_mol": 18.5, "species": ["C", "N", "N", "N", "N", "F", "H"], "positions_angstrom": [[-0.735, -1.470, -0.790], [-1.761, -1.758, -0.371], [1.556, -0.570, 1.762], [0.329, -1.147, -1.398], [1.245, -1.371, 2.406], [0.683, 0.187, -1.414], [1.181, -1.749, -1.616]], "forces_ev_per_a": [[-1.477, -0.298, 0.633], [-1.229, -0.424, 0.855], [0.728, 1.887, -1.539], [4.727, -0.637, -2.423], [-0.738, -1.894, 1.536], [-0.071, 0.118, 0.200], [-1.940, 1.249, 0.738]], "nbo_charge": [0.341, -0.307, -0.010, -0.256, 0.011, -0.196, 0.418]}

---

Record 8
{"formula": "CHFNO3S", "method": "ωB97M-V with the def2-TZVPD basis set", "charge": -1, "largest_force_ev_per_a": 2.43, "spin_multiplicity": 1, "total_energy_ev": -22237.3683, "homo_energy_ev": [-4.10, -5.44], "e_above_lowest_kj_mol": 312.7, "species": ["C", "N", "O", "O", "O", "F", "S", "H"], "positions_angstrom": [[0.666, -1.303, -0.450], [1.416, -1.166, -1.487], [-0.704, 0.810, 2.239], [-2.202, 0.972, 0.350], [-0.152, 2.321, 0.336], [0.298, -2.606, -0.140], [-0.834, 1.118, 0.813], [1.512, -0.145, -1.661]], "forces_ev_per_a": [[0.480, 0.137, -1.787], [-1.430, 0.644, 1.850], [0.660, -0.018, -0.887], [0.214, -0.379, -0.695], [0.228, -0.979, -0.046], [0.359, 1.105, 0.011], [-0.564, 0.349, 1.277], [0.052, -0.858, 0.277]], "nbo_charge": [0.418, -0.801, -0.932, -0.935, -0.932, -0.391, 2.213, 0.360]}

---

Record 9
{"formula": "CHFO2", "method": "ωB97M-V with the def2-TZVPD basis set", "largest_force_ev_per_a": 6.97, "spin_multiplicity": 1, "total_energy_ev": -7864.3194, "homo_energy_ev": -12.15, "e_above_lowest_kj_mol": 209.1, "species": ["C", "O", "O", "F", "H"], "positions_angstrom": [[-0.751, -0.009, -0.336], [-1.550, 0.464, 0.309], [-0.115, -0.148, -1.285], [1.307, -0.632, 0.339], [1.109, 0.324, 0.974]], "forces_ev_per_a": [[0.454, 0.990, -4.441], [-2.459, 0.534, 4.142], [0.379, -1.196, -1.501], [0.166, 4.845, 5.015], [1.460, -5.172, -3.215]], "nbo_charge": [0.994, -0.511, -0.501, -0.550, 0.567]}

---

Record 10
{"formula": "CHFO2", "method": "ωB97M-V with the def2-TZVPD basis set", "largest_force_ev_per_a": 8.35, "spin_multiplicity": 3, "total_energy_ev": -7858.2549, "s_squared": 2.01, "homo_energy_ev": [-7.63, -11.59], "e_above_lowest_kj_mol": 0.0, "species": ["C", "O", "O", "F", "H"], "positions_angstrom": [[-0.461, 0.653, 0.008], [-1.748, 0.648, -0.010], [-2.496, -0.449, 0.002], [0.127, 1.872, 0.002], [0.274, -0.254, -0.047]], "forces_ev_per_a": [[7.776, -3.041, 0.276], [-5.888, 2.470, -0.287], [1.400, -0.461, 0.063], [-1.326, -0.899, -0.057], [-1.962, 1.931, 0.005]], "nbo_charge": [0.409, -0.241, -0.018, -0.313, 0.162]}

---

Repeat the first record exactly.
{"formula": "CHF3O4PRb", "method": "ωB97M-V with the def2-TZVPD basis set", "largest_force_ev_per_a": 2.31, "spin_multiplicity": 1, "total_energy_ev": -27344.9434, "homo_energy_ev": -7.63, "e_above_lowest_kj_mol": 0.0, "species": ["P", "F", "F", "F", "O", "O", "O", "O", "C", "H", "Rb"], "positions_angstrom": [[-1.133, -1.859, -2.527], [-0.064, -2.627, -1.703], [-1.261, -2.768, -3.783], [-2.447, -2.192, -1.771], [-0.867, -0.447, -2.832], [0.508, 2.796, 2.140], [0.991, 0.693, 1.642], [1.550, 1.545, 3.641], [0.994, 1.677, 2.421], [2.213, 0.845, 3.607], [-0.484, 2.339, -0.835]], "forces_ev_per_a": [[0.320, 0.202, -0.513], [-0.890, 0.615, -0.537], [0.036, 0.498, 0.886], [0.919, 0.241, -0.413], [-0.362, -1.404, 0.727], [-0.200, 0.187, 0.150], [0.266, -0.467, -0.079], [0.776, 0.174, 1.042], [-0.901, 0.467, -2.070], [-0.421, -0.195, -0.120], [0.458, -0.317, 0.928]], "nbo_charge": [2.646, -0.518, -0.530, -0.524, -1.073, -0.836, -0.853, -0.725, 0.946, 0.480, 0.987]}

---

Q: Number 1 is which compound?
A: CHF3O4PRb